Computed, not measured: a molecular structure, C22H27BN4O2S4Ta, with ωB97M-V/def2-TZVPD.

XYZ file:
```
61
C22H27BN4O2S4Ta ωB97M-V/def2-TZVPD
Ta 0.3416 -0.7811 0.1463
C -1.8121 -1.7644 2.7286
C -0.4451 -1.5500 3.3599
S 0.3550 -0.1242 2.5222
C 2.0694 -0.1443 3.1348
C 2.8933 -1.2793 2.5778
S 2.6202 -1.4228 0.7699
C 2.9342 -3.2193 0.5087
C 2.2475 -3.6567 -0.7670
S 0.5270 -3.0588 -0.9094
C -0.4123 -4.1328 0.2281
C -1.7942 -3.5333 0.3850
S -1.7221 -1.7770 0.8907
H -2.4989 -0.9565 2.9793
H -2.2597 -2.7002 3.0617
H 0.1894 -2.4293 3.2408
H -0.5298 -1.3131 4.4205
H 2.0672 -0.1643 4.2253
H 2.4536 0.8274 2.8211
H 2.6193 -2.2362 3.0214
H 3.9560 -1.1108 2.7442
H 2.5444 -3.7455 1.3799
H 4.0112 -3.3699 0.4555
H 2.2579 -4.7422 -0.8685
H 2.7380 -3.2353 -1.6452
H 0.1015 -4.2131 1.1871
H -0.4726 -5.1221 -0.2268
H -2.3990 -4.0836 1.1050
H -2.3314 -3.5178 -0.5644
N -0.4190 4.8597 -0.2165
C -1.1876 4.3656 0.7177
C -1.1734 2.8717 0.9515
C -2.1851 2.4131 1.9585
C -2.9537 3.2614 2.6416
C -2.8298 4.6913 2.4314
C -1.9843 5.2212 1.5203
H -0.4050 5.8561 -0.3988
H 0.1388 4.2821 -0.8286
H -0.1739 2.6429 1.3439
H -2.2538 1.3452 2.1182
H -3.6682 2.9052 3.3704
H -3.4626 5.3533 3.0091
H -1.9491 6.2892 1.3483
N -0.3974 1.0456 -0.6186
C -1.3213 2.0522 -0.3430
N -2.2514 2.2609 -1.1875
C -3.1247 3.2521 -0.9701
N -3.8802 4.1038 -0.7890
O 0.7130 -0.3376 -2.1208
B -0.0409 0.8432 -1.9971
O -0.1367 1.5364 -3.1519
C 0.5764 0.7695 -4.0854
C 0.7660 1.0340 -5.4179
C 1.5147 0.0979 -6.1305
C 2.0339 -1.0398 -5.5241
C 1.8305 -1.3001 -4.1683
C 1.0968 -0.3639 -3.4886
H 0.3520 1.9170 -5.8837
H 1.6919 0.2609 -7.1843
H 2.6060 -1.7424 -6.1134
H 2.2285 -2.1916 -3.7052
```

Lowest unoccupied orbital energy   -10.0 eV
Energy relative to the best compared isomer or geometry (same formula, charge and spin)   0.047 eV
Total charge   +3

For reference, the Mulliken charges in units of e are: number 1, Ta, carries 0.6033; number 2, C, carries -0.8549; number 3, C, carries -0.6754; number 4, S, carries 0.0637; number 5, C, carries -1.0221; number 6, C, carries -0.6543; number 7, S, carries 0.0126; number 8, C, carries -0.7822; number 9, C, carries -0.6896; number 10, S, carries 0.0855; number 11, C, carries -0.6141; number 12, C, carries -0.9085; number 13, S, carries 0.0526; number 14, H, carries 0.3874; number 15, H, carries 0.5521; number 16, H, carries 0.2402; number 17, H, carries 0.5908; number 18, H, carries 0.5551; number 19, H, carries 0.3947; number 20, H, carries 0.4067; number 21, H, carries 0.5527; number 22, H, carries 0.4298; number 23, H, carries 0.5583; number 24, H, carries 0.5656; number 25, H, carries 0.2721; number 26, H, carries 0.2925; number 27, H, carries 0.5332; number 28, H, carries 0.5129; number 29, H, carries 0.4409; number 30, N, carries -0.1369; number 31, C, carries 0.4027; number 32, C, carries 1.0228; number 33, C, carries -0.3789; number 34, C, carries -0.8612; number 35, C, carries -0.5457; number 36, C, carries -0.9350; number 37, H, carries 0.2977; number 38, H, carries 0.1440; number 39, H, carries 0.3430; number 40, H, carries 0.4940; number 41, H, carries 0.4872; number 42, H, carries 0.4488; number 43, H, carries 0.4100; number 44, N, carries 0.9617; number 45, C, carries -0.2037; number 46, N, carries -0.5445; number 47, C, carries 0.4351; number 48, N, carries -0.4092; number 49, O, carries 0.6357; number 50, B, carries -0.2858; number 51, O, carries -0.5387; number 52, C, carries 0.7329; number 53, C, carries -1.0338; number 54, C, carries -0.6180; number 55, C, carries -0.8608; number 56, C, carries -0.9604; number 57, C, carries 0.8860; number 58, H, carries 0.5342; number 59, H, carries 0.4407; number 60, H, carries 0.4721; number 61, H, carries 0.2626

Computed, not measured: a molecular structure, C22H27Cl2N6O3PtS, with ωB97M-V/def2-TZVPD.

XYZ file:
```
62
C22H27Cl2N6O3PtS ωB97M-V/def2-TZVPD
Pt -0.0045 0.2265 -0.1794
C 4.0664 3.5941 1.5763
N 2.7247 3.1277 1.3703
C 1.5944 3.8862 1.3787
C 0.5599 3.0400 1.1045
N 1.0515 1.7859 0.9269
C 2.3569 1.8697 1.0836
H 4.0435 4.5413 2.1109
H 4.5611 3.7427 0.6147
H 4.6265 2.8612 2.1563
H 1.6020 4.9397 1.5663
H -0.4861 3.2515 1.0382
H 3.0400 1.0463 1.0000
C 1.4228 -3.8829 1.3957
C 0.5680 -2.6726 1.1491
N -0.7164 -2.7592 1.4892
O 1.0554 -1.6594 0.6439
H 0.8899 -4.6528 1.9420
H 2.3081 -3.5871 1.9498
H 1.7601 -4.2861 0.4442
H -1.1001 -3.5574 1.9671
H -1.2906 -1.9236 1.3944
C -3.9009 2.5312 -1.5220
N -3.3199 1.9738 -0.3237
C -3.0075 0.6999 -0.1490
N -3.4501 -0.2302 -0.9943
S -2.1466 0.2512 1.2622
H -3.9128 3.6117 -1.4216
H -4.9245 2.1793 -1.6588
H -3.3002 2.2627 -2.3935
H -2.9410 2.6164 0.3549
H -3.9388 0.0152 -1.8413
H -3.2151 -1.1954 -0.8346
Cl 3.0709 -1.8799 -3.5422
C 3.8652 -0.6209 -2.6646
C 4.9981 -0.9155 -1.9337
C 5.6539 0.0953 -1.2472
C 5.1335 1.3775 -1.2585
C 3.9733 1.6598 -1.9607
Cl 3.2866 3.2467 -1.8078
C 3.3290 0.6811 -2.7342
N 2.1952 0.8963 -3.4759
C 1.8492 2.0351 -4.1863
C 2.8298 2.9176 -4.6444
C 2.4795 4.0699 -5.3175
C 1.1449 4.3735 -5.5310
C 0.1717 3.4756 -5.1297
C 0.5018 2.2912 -4.4890
C -0.5775 1.2918 -4.1669
C -0.5342 0.8596 -2.7120
O -0.7823 1.6997 -1.8130
O -0.2542 -0.3322 -2.4348
H 5.3760 -1.9251 -1.9195
H 6.5586 -0.1191 -0.7007
H 5.6299 2.1694 -0.7204
H 1.6385 0.0626 -3.6309
H 3.8693 2.6676 -4.4997
H 3.2506 4.7323 -5.6758
H 0.8634 5.2804 -6.0433
H -0.8681 3.6919 -5.3256
H -0.4659 0.4051 -4.7980
H -1.5449 1.7527 -4.3754
```

2S+1   3
Lowest unoccupied orbital energy (alpha / beta)   -2.1 / -4.0 eV
Total charge   +1

For reference, the Mulliken charges in units of e are: number 1, Pt, carries 1.7220; number 2, C, carries -0.8041; number 3, N, carries 0.2302; number 4, C, carries -0.4242; number 5, C, carries -0.4408; number 6, N, carries -0.4973; number 7, C, carries -0.4587; number 8, H, carries 0.3307; number 9, H, carries 0.2573; number 10, H, carries 0.3331; number 11, H, carries 0.4506; number 12, H, carries 0.2968; number 13, H, carries 0.6192; number 14, C, carries -1.1309; number 15, C, carries 0.8853; number 16, N, carries -0.2290; number 17, O, carries -0.8373; number 18, H, carries 0.3769; number 19, H, carries 0.2812; number 20, H, carries 0.2750; number 21, H, carries 0.2264; number 22, H, carries -0.0562; number 23, C, carries -1.0007; number 24, N, carries -0.0261; number 25, C, carries 0.3831; number 26, N, carries -0.2186; number 27, S, carries -0.4833; number 28, H, carries 0.3683; number 29, H, carries 0.3685; number 30, H, carries 0.2373; number 31, H, carries 0.2782; number 32, H, carries 0.2068; number 33, H, carries 0.2340; number 34, Cl, carries -0.2447; number 35, C, carries 0.7254; number 36, C, carries -0.6463; number 37, C, carries -0.5959; number 38, C, carries -0.9290; number 39, C, carries 1.2705; number 40, Cl, carries -0.1023; number 41, C, carries -0.9383; number 42, N, carries -0.0042; number 43, C, carries 0.4666; number 44, C, carries -0.2396; number 45, C, carries -0.6340; number 46, C, carries -0.8841; number 47, C, carries -0.8697; number 48, C, carries 0.6513; number 49, C, carries -1.3113; number 50, C, carries 0.9578; number 51, O, carries -0.7277; number 52, O, carries -0.8671; number 53, H, carries 0.4696; number 54, H, carries 0.4413; number 55, H, carries 0.4616; number 56, H, carries 0.2479; number 57, H, carries 0.5446; number 58, H, carries 0.4322; number 59, H, carries 0.4038; number 60, H, carries 0.3623; number 61, H, carries 0.3901; number 62, H, carries 0.4152

Computed, not measured: a molecular structure, C22H27CoN3SSb2, with ωB97M-V/def2-TZVPD.

XYZ file:
```
56
C22H27CoN3SSb2 ωB97M-V/def2-TZVPD
Co -0.6707 1.0908 0.1760
N -4.3534 1.0072 1.8448
C -4.6952 -0.0301 0.9751
C -5.8442 -0.8070 0.8697
C -5.8333 -1.7666 -0.1203
C -4.7313 -1.9384 -0.9789
C -3.6012 -1.1566 -0.8710
C -3.5970 -0.1935 0.1363
N -2.6205 0.7378 0.4968
C -3.1206 1.4169 1.5153
C -2.3007 2.4359 2.1641
C -2.5917 3.3380 3.1346
S -1.2259 4.3101 3.4459
C -0.3244 3.4156 2.3345
N -0.9971 2.4816 1.7072
H -4.9251 1.3708 2.5894
H -6.6975 -0.6721 1.5194
H -6.6994 -2.4015 -0.2464
H -4.7839 -2.6981 -1.7464
H -2.7673 -1.2784 -1.5504
H -3.5242 3.5068 3.6486
H 0.7180 3.6243 2.1433
C 1.4769 3.4604 -2.7451
Sb 1.1265 1.7179 -1.6179
C 1.2364 0.2272 -3.0998
C 2.9185 1.4202 -0.4826
C 3.5901 0.0959 -0.7636
C 4.4213 0.0008 -1.8769
C 5.0447 -1.1898 -2.2137
C 4.8506 -2.3112 -1.4208
C 4.0496 -2.2209 -0.2940
C 3.4107 -1.0306 0.0535
C 2.5921 -1.0178 1.3230
Sb 0.4989 -1.1579 0.9747
C -0.2754 -1.7755 2.8408
C 0.4035 -2.9161 -0.1772
H 2.3737 3.2714 -3.3334
H 1.6405 4.3100 -2.0865
H 0.6370 3.6650 -3.4037
H 2.2359 0.2380 -3.5286
H 0.4940 0.4422 -3.8662
H 1.0441 -0.7559 -2.6750
H 2.6818 1.5397 0.5746
H 3.5778 2.2485 -0.7488
H 4.5957 0.8813 -2.4863
H 5.6887 -1.2341 -3.0814
H 5.3390 -3.2458 -1.6598
H 3.9337 -3.0864 0.3477
H 2.7814 -0.1414 1.9439
H 2.8413 -1.8904 1.9280
H 0.2696 -2.6614 3.1641
H -1.3309 -2.0210 2.7390
H -0.1536 -0.9888 3.5826
H 0.7720 -3.7357 0.4382
H 1.0401 -2.8102 -1.0536
H -0.6196 -3.1216 -0.4829
```

2S+1   4
Lowest unoccupied orbital energy (alpha / beta)   -5.7 / -6.6 eV
Total charge   +2

For reference, the Mulliken charges in units of e are: number 1, Co, carries -0.0593; number 2, N, carries 0.0075; number 3, C, carries 0.6614; number 4, C, carries -1.0540; number 5, C, carries -0.5008; number 6, C, carries -0.7172; number 7, C, carries -0.7762; number 8, C, carries 0.7997; number 9, N, carries -0.3069; number 10, C, carries 0.2460; number 11, C, carries -0.0449; number 12, C, carries -0.1150; number 13, S, carries -0.0490; number 14, C, carries -0.1867; number 15, N, carries 0.1818; number 16, H, carries 0.2285; number 17, H, carries 0.4280; number 18, H, carries 0.4171; number 19, H, carries 0.4248; number 20, H, carries 0.5028; number 21, H, carries 0.4054; number 22, H, carries 0.4194; number 23, C, carries -1.1963; number 24, Sb, carries 0.8567; number 25, C, carries -1.1059; number 26, C, carries -1.4389; number 27, C, carries 0.8312; number 28, C, carries -0.5769; number 29, C, carries -0.6612; number 30, C, carries -0.7268; number 31, C, carries -0.7386; number 32, C, carries 0.6434; number 33, C, carries -1.4584; number 34, Sb, carries 0.6131; number 35, C, carries -1.2739; number 36, C, carries -1.2865; number 37, H, carries 0.3734; number 38, H, carries 0.4002; number 39, H, carries 0.3873; number 40, H, carries 0.3945; number 41, H, carries 0.4404; number 42, H, carries 0.2059; number 43, H, carries 0.3099; number 44, H, carries 0.6245; number 45, H, carries 0.4779; number 46, H, carries 0.4297; number 47, H, carries 0.4363; number 48, H, carries 0.4113; number 49, H, carries 0.5828; number 50, H, carries 0.6419; number 51, H, carries 0.4344; number 52, H, carries 0.3994; number 53, H, carries 0.4008; number 54, H, carries 0.4533; number 55, H, carries 0.3741; number 56, H, carries 0.4286

Computed, not measured: C22H27FN4O2 in the gas phase, with ωB97M-V/def2-TZVPD.

XYZ file:
```
56
C22H27FN4O2 ωB97M-V/def2-TZVPD
C -2.6565 1.3636 4.0630
C -1.4176 1.6013 4.9222
N -0.2454 0.9202 4.3875
C 1.0017 1.6120 4.6685
C 1.4108 1.7225 6.1420
C -0.2477 -0.4927 4.7341
C 0.7407 -1.3112 3.8927
N 0.6409 -0.9896 2.4908
C -0.3110 -1.5322 1.6888
O -1.0100 -2.4661 2.0347
C -0.3265 -0.9364 0.3352
C -0.1921 0.4183 0.0009
C -0.1416 1.6262 0.8664
N -0.1696 0.5192 -1.3349
C -0.2759 -0.7249 -1.9091
C -0.1587 -0.9904 -3.2820
C 0.1253 -0.1460 -4.3214
C 0.3235 1.3101 -4.3294
O 0.2278 2.1350 -3.4240
N 0.6562 1.6555 -5.6132
C 0.6910 0.5547 -6.4468
C 1.0049 0.4732 -7.7878
C 0.9737 -0.7789 -8.3862
C 0.6324 -1.8904 -7.6329
F 0.6133 -3.0981 -8.2438
C 0.3183 -1.8279 -6.2866
C 0.3513 -0.5809 -5.6845
C -0.4108 -1.6589 -0.8651
C -0.5760 -3.1293 -0.9977
H -2.4936 1.7294 3.0531
H -2.9052 0.3079 4.0060
H -3.5045 1.8918 4.4922
H -1.6290 1.2884 5.9579
H -1.2072 2.6735 4.9331
H 0.9060 2.6194 4.2507
H 1.7995 1.1051 4.1200
H 1.5928 0.7406 6.5718
H 2.3263 2.3035 6.2206
H 0.6372 2.2191 6.7221
H -0.0423 -0.6680 5.8028
H -1.2465 -0.8743 4.5196
H 1.7719 -1.1502 4.2151
H 0.4956 -2.3698 4.0072
H 1.0975 -0.1476 2.1835
H -0.8061 2.3903 0.4653
H -0.4399 1.3924 1.8861
H 0.8653 2.0477 0.8802
H -0.0668 1.3645 -1.9073
H -0.2623 -2.0370 -3.5391
H 0.8454 2.6031 -5.8961
H 1.2710 1.3488 -8.3587
H 1.2151 -0.9031 -9.4293
H 0.0653 -2.7265 -5.7481
H 0.3360 -3.5894 -1.3789
H -1.3869 -3.3624 -1.6859
H -0.8072 -3.5556 -0.0256
```

Lowest unoccupied orbital energy   -0.4 eV
Energy relative to the best compared isomer or geometry (same formula, charge and spin)   0.465 eV
Total charge   0

For reference, the Mulliken charges in units of e are: number 1, C, carries -1.2900; number 2, C, carries -0.6715; number 3, N, carries 0.8608; number 4, C, carries -0.7272; number 5, C, carries -1.3281; number 6, C, carries -0.9344; number 7, C, carries -1.3339; number 8, N, carries -0.0916; number 9, C, carries 0.2133; number 10, O, carries -0.6858; number 11, C, carries 1.4607; number 12, C, carries -0.3950; number 13, C, carries -1.4921; number 14, N, carries -0.0462; number 15, C, carries -0.2247; number 16, C, carries -0.2804; number 17, C, carries 0.7133; number 18, C, carries 0.5914; number 19, O, carries -0.8927; number 20, N, carries 0.0035; number 21, C, carries -0.3188; number 22, C, carries -0.7153; number 23, C, carries -0.5995; number 24, C, carries 0.1226; number 25, F, carries -0.3463; number 26, C, carries -0.6516; number 27, C, carries 0.4100; number 28, C, carries 0.6342; number 29, C, carries -1.8534; number 30, H, carries 0.2157; number 31, H, carries 0.3479; number 32, H, carries 0.4307; number 33, H, carries 0.3295; number 34, H, carries 0.4633; number 35, H, carries 0.4237; number 36, H, carries 0.3773; number 37, H, carries 0.2788; number 38, H, carries 0.4457; number 39, H, carries 0.2831; number 40, H, carries 0.3963; number 41, H, carries 0.5035; number 42, H, carries 0.4368; number 43, H, carries 0.4408; number 44, H, carries 0.2839; number 45, H, carries 0.4874; number 46, H, carries 0.0161; number 47, H, carries 0.3340; number 48, H, carries 0.2870; number 49, H, carries 0.4108; number 50, H, carries 0.2058; number 51, H, carries 0.3788; number 52, H, carries 0.4441; number 53, H, carries 0.5120; number 54, H, carries 0.3350; number 55, H, carries 0.3969; number 56, H, carries 0.4038